(1)
{"formula": "C8H8ClFN2O3", "method": "ωB97M-V/def2-TZVPD", "e_homo_ev": [-8.072, -8.072], "charge": 0, "orbital_gap_ev": [5.67, 5.67], "species": ["Cl", "F", "O", "O", "O", "N", "N", "C", "C", "C", "C", "C", "C", "C", "C", "H", "H", "H", "H", "H", "H", "H", "H"], "coordinates": [[-1.99957, -2.27923, -2.29009], [-4.50328, 1.68473, -0.90434], [-1.07057, 2.45760, -0.04983], [-2.79416, 1.57591, 0.36798], [1.90040, -1.58224, 1.04988], [1.84170, 0.54911, 0.17153], [0.02776, 1.96015, 0.05476], [3.96470, -0.36034, 0.46236], [-3.39066, 0.96710, -0.49333], [-1.07983, -1.15906, -0.15042], [-2.13848, -1.07591, -1.03136], [-0.46481, -0.30064, 0.91110], [0.45229, 0.78168, 0.29200], [-3.17528, -0.18948, -1.23831], [2.49281, -0.61188, 0.59782], [-0.52861, -1.95313, -0.41535], [-3.82624, -0.31521, -1.99461], [4.23488, 0.04032, 1.35186], [-1.25348, 0.16438, 1.42719], [2.33141, 1.40807, 0.32695], [4.34492, 0.41144, -0.29786], [0.21110, -0.80935, 1.44111], [4.42302, -1.36404, 0.41096]], "atomic_forces_ev_per_a": [[-0.393, -0.457, -0.321], [-0.143, -0.668, -0.609], [-0.198, 1.465, -0.895], [0.545, -1.366, 1.662], [1.762, 0.541, -0.880], [-1.369, -0.244, 0.471], [0.566, -1.720, 0.467], [0.358, -1.682, -2.577], [-0.868, 1.594, -0.548], [-0.832, 2.502, 0.603], [1.036, 0.282, 0.334], [-3.253, 1.367, -3.484], [0.000, 0.539, -0.193], [1.413, 1.107, 2.807], [-1.130, 0.962, -0.194], [2.384, -2.731, -0.565], [-2.009, -0.655, -2.480], [1.070, 1.142, 3.127], [-0.512, 0.955, 1.029], [0.615, 0.191, -0.460], [-0.988, -1.591, 0.657], [1.700, -2.234, 2.371], [0.244, 0.702, -0.321]], "nbo_charge": [-0.01, -0.37, -0.16, -0.49, -0.59, -0.63, 0.08, -0.72, 0.75, -0.15, -0.01, -0.49, 0.33, -0.35, 0.70, 0.21, 0.24, 0.24, 0.26, 0.41, 0.24, 0.27, 0.25]}

---

(2)
{"formula": "C8H8ClFNOS", "method": "ωB97M-V/def2-TZVPD", "e_homo_ev": -3.564, "charge": -1, "orbital_gap_ev": 6.67, "species": ["Cl", "S", "F", "O", "N", "C", "C", "C", "C", "C", "C", "C", "C", "H", "H", "H", "H", "H", "H", "H", "H"], "coordinates": [[0.27294, -2.04441, 2.34532], [2.70961, 3.70825, -0.03770], [-1.83899, -2.85468, 0.88378], [2.83539, 1.08460, -0.16403], [0.24622, -2.76022, -1.59322], [0.60699, -0.32142, -1.05220], [0.64839, 1.99024, -0.46886], [0.10474, -1.69385, -1.01343], [-0.01051, 0.69811, -0.14662], [-1.11747, -1.74616, 1.08203], [2.13634, 2.09067, -0.13926], [-1.04898, 0.68050, 0.69190], [-1.90622, -0.55176, 1.18287], [1.70267, -0.35176, -0.76621], [-0.04804, -3.63625, -1.40316], [0.50391, 0.15591, -1.97772], [0.64061, 2.25075, -1.57710], [0.15335, 2.68757, 0.18867], [-2.85196, -0.61351, 0.58462], [-2.49690, -0.29350, 2.10449], [-1.24207, 1.52091, 1.27583]], "atomic_forces_ev_per_a": [[-1.736, 0.317, -0.928], [-0.020, -0.007, 0.277], [-0.370, -1.058, 0.635], [0.298, -0.581, 0.412], [1.495, 4.413, -1.203], [0.230, -1.260, 1.850], [-0.076, 0.548, 0.227], [-1.447, -1.121, 2.577], [-0.389, -0.108, -0.521], [3.383, -1.130, -2.539], [0.735, 0.806, -0.713], [-0.193, -2.808, 0.338], [-1.290, 3.081, -0.344], [-0.805, 0.193, -0.361], [-1.507, -3.043, 1.273], [0.185, 0.055, -2.000], [-0.551, -0.141, 1.376], [-0.095, 0.960, -0.569], [1.098, -0.503, -0.536], [1.378, -0.293, 0.267], [-0.324, 1.682, 0.484]], "nbo_charge": [-0.16, -0.51, -0.37, -0.68, -0.66, -0.63, -0.55, 0.52, 0.07, 0.31, 0.37, -0.20, -0.58, 0.34, 0.38, 0.24, 0.23, 0.23, 0.24, 0.21, 0.20]}

---

Taking the records one at a time from the top gives ΔE to the lowest compared entry with this formula, charge and spin values of 1.1958 2.5572 eV.
Taking the records one at a time from the top gives energy values of -32781.981 -38035.893 eV.